Computed, not measured: a molecular structure, C2H4O5Si2, with ωB97M-V with the def2-TZVPD basis set.

- HOMO-LUMO gap (hartree) = 0.2563
- LUMO energy (eV) = 6.303
- energy above the lowest of the compared OMol25 structures with the same formula, charge and spin (kJ/mol) = 73.5
- net charge = -2
- HOMO level (eV) = -0.671
- multiplicity = 1

Each line ends with the Mulliken charge.
Cartesian coordinates (Å):
C -1.370 -1.961 0.256  0.71
C -4.192 0.555 0.050  0.43
O -1.729 -3.117 0.443  -0.66
O -5.071 -0.209 -0.193  -0.53
O -0.141 -1.586 0.393  -0.22
O -4.192 1.721 0.493  -0.61
O -1.242 0.675 0.187  -0.14
Si 0.396 0.016 0.376  0.33
Si -2.381 -0.271 -0.309  -0.54
H 1.751 -0.300 0.133  -0.35
H 0.479 0.424 1.893  -0.21
H 0.394 0.670 -1.006  -0.16
H -1.690 -1.113 -2.559  -0.05


Computed, not measured: a single C2H4OS molecule, with ωB97M-V with the def2-TZVPD basis set.

- HOMO-LUMO gap (hartree) = 0.3682
- LUMO energy (eV) = 0.456
- energy above the lowest of the compared OMol25 structures with the same formula, charge and spin (kJ/mol) = 97.2
- HOMO level (eV) = -9.563
- multiplicity = 1

Each line ends with the Mulliken charge.
Cartesian coordinates (Å):
O 1.170 -1.553 -0.208  -0.44
C 0.062 -1.098 -0.036  0.14
C -0.308 0.258 0.584  -0.46
S -0.221 1.410 -0.892  -0.20
H -0.825 -1.468 -0.703  0.24
H -1.367 0.279 0.818  0.28
H 0.433 0.468 1.465  0.29
H 1.056 1.704 -1.027  0.15


Computed, not measured: a molecular structure, C2H4OS, with ωB97M-V with the def2-TZVPD basis set.

- HOMO-LUMO gap (spin up / spin down) (hartree) = 0.2974 / 0.2974
- LUMO energy (spin up / spin down) (eV) = -1.021 / -1.020
- energy above the lowest of the compared OMol25 structures with the same formula, charge and spin (kJ/mol) = 592.4
- HOMO level (spin up / spin down) (eV) = -9.112 / -9.112
- multiplicity = 1

Each line ends with the Mulliken charge.
Cartesian coordinates (Å):
C -0.601 2.013 0.003  -0.53
C 0.990 -1.506 -0.249  -0.55
O -1.401 -0.696 -0.285  -0.50
S -0.057 -0.207 -0.025  0.56
H -1.592 1.833 0.431  0.23
H 0.061 2.369 0.798  0.23
H 0.558 -2.432 -0.573  0.27
H 2.042 -1.374 -0.099  0.28


Computed, not measured: 2 unconnected molecules or ions with the total composition C2H4OS, with ωB97M-V with the def2-TZVPD basis set.

- HOMO-LUMO gap (spin up / spin down) (hartree) = 0.2855 / 0.2859
- LUMO energy (spin up / spin down) (eV) = -2.022 / -2.024
- energy above the lowest of the compared OMol25 structures with the same formula, charge and spin (kJ/mol) = 379.9
- HOMO level (spin up / spin down) (eV) = -9.790 / -9.804
- multiplicity = 1

Each line ends with the Mulliken charge.
Cartesian coordinates (Å):
C -0.589 -0.166 0.572  -0.03
C -1.811 0.296 -0.025  -0.44
H -0.722 -1.179 0.914  0.21
H 0.456 -0.038 0.427  -0.19
H -2.768 -0.227 -0.126  0.27
H -1.686 1.219 -0.593  0.21
O 4.276 0.195 -0.855  -0.32
S 2.844 -0.100 -0.314  0.29